Record 1
98
Properties=species:S:1:pos:R:3:mulliken_charge:R:1 method="wB97M-V/def2-TZVPD" total_charge=+3 homo_energy_ev=-14.32 e_tot_ev=-83865.0499
Y 1.11 -0.54 -9.31 1.608
Rb -8.18 4.45 -12.92 0.998
Rb -6.60 -1.51 -17.64 0.999
S -2.49 0.91 -12.49 1.309
O -2.81 -6.82 -5.05 -0.253
O -1.42 2.92 -21.81 -0.291
O 6.34 -0.66 -12.56 -0.644
O -2.56 0.10 -11.27 -0.454
O -3.23 2.13 -12.52 -0.499
O 3.50 7.20 -10.47 -0.251
O -2.89 2.62 -3.53 -0.313
O 7.43 -0.65 -14.56 -0.311
O -0.01 -5.05 -13.63 -0.544
O -2.21 2.80 -23.72 -0.323
O 0.07 -5.38 -15.80 -0.348
O -0.61 -7.43 -5.20 -0.322
O -1.15 -6.83 -14.58 -0.302
O 4.94 6.19 -9.04 -0.322
O -1.08 1.22 -12.49 -0.461
O 2.95 5.16 -9.44 -0.627
O -2.36 2.58 -5.71 -0.636
O -4.25 3.70 -4.90 -0.369
O -1.25 -5.40 -6.03 -0.601
O -2.94 0.07 -13.59 -0.481
O 8.59 -1.32 -12.82 -0.242
O -3.20 1.61 -22.03 -0.623
C -1.56 -6.39 -5.35 0.670
C -4.42 3.15 -24.79 -1.094
C 3.72 6.12 -9.69 0.740
C -3.18 2.32 -24.68 -0.187
C -4.60 4.28 -6.23 -0.285
C -2.33 2.36 -22.48 0.796
C -0.40 -5.64 -14.58 0.718
C -1.06 -8.74 -4.91 -0.262
C 2.48 7.38 -11.52 -0.179
C 6.23 -0.56 -15.36 -0.604
C -3.79 5.49 -6.75 -1.020
C 2.15 8.86 -11.67 -1.134
C -1.49 -9.06 -3.52 -0.987
C -3.96 -6.01 -5.03 -0.656
C -0.25 -6.09 -16.93 -0.177
C -1.65 3.12 -20.44 -0.711
C 5.66 7.40 -8.78 -0.529
C 0.70 -7.25 -17.26 -1.033
C -2.03 -7.11 -13.48 -0.701
C -3.15 2.94 -4.80 0.814
C 7.37 -0.83 -13.26 0.714
C 9.67 -1.64 -13.68 -0.126
C 10.67 -2.40 -12.80 -1.157
C -3.80 2.76 -2.43 -0.609
H -4.78 2.37 -2.73 0.308
H 3.08 9.31 -12.01 0.294
H 0.86 -7.87 -16.38 0.311
H -5.16 2.90 -24.04 0.287
H -1.67 -7.94 -12.85 0.278
H -3.29 6.02 -5.94 0.287
H -3.03 -7.39 -13.81 0.257
H -2.07 -6.28 -12.78 0.313
H -4.28 3.47 -6.90 0.268
H -0.16 -5.35 -17.73 0.295
H -2.93 5.15 -7.32 0.300
H 6.68 7.11 -8.53 0.225
H 5.58 0.30 -15.19 0.266
H -3.68 -5.09 -4.51 0.296
H -1.77 -9.10 -5.65 0.300
H 10.07 -3.10 -12.23 0.306
H -3.28 1.24 -24.59 0.344
H 0.38 -7.81 -18.13 0.326
H -2.49 -8.70 -3.28 0.263
H 6.54 -0.55 -16.40 0.251
H 5.67 8.00 -9.69 0.274
H -4.95 2.97 -25.73 0.376
H -1.59 -10.14 -3.45 0.346
H -3.31 2.17 -1.66 0.251
H 2.10 9.34 -10.70 0.332
H -0.71 -8.70 -2.85 0.277
H -4.79 -6.62 -4.67 0.252
H -2.58 2.53 -25.56 0.252
H -1.77 2.26 -19.77 0.277
H 5.59 -1.40 -15.08 0.292
H -0.87 3.75 -20.02 0.276
H -4.20 4.21 -24.91 0.309
H -3.83 3.75 -1.98 0.280
H -0.26 -9.40 -5.26 0.395
H 10.12 -0.80 -14.20 0.299
H 9.37 -2.31 -14.48 0.280
H 1.65 -6.76 -17.51 0.302
H -4.33 6.16 -7.43 0.320
H 5.19 7.90 -7.93 0.266
H -2.59 3.63 -20.22 0.313
H 11.15 -1.71 -12.11 0.291
H 1.41 9.17 -12.41 0.366
H 2.88 6.99 -12.46 0.279
H -4.19 -5.85 -6.08 0.279
H 11.44 -2.92 -13.37 0.382
H -1.26 -6.48 -16.84 0.303
H -5.68 4.37 -6.32 0.399
H 1.53 6.90 -11.25 0.263



Record 2
15
Properties=species:S:1:pos:R:3:mulliken_charge:R:1 method="wB97M-V/def2-TZVPD" e_above_lowest_ev=1.530 smiles="CC1=C[C@@H](C)N=N1" homo_energy_ev=-9.37 e_tot_ev=-8293.4665
N -0.29 -0.95 -1.24 -0.233
N 0.85 -0.47 -1.39 -0.425
C -1.03 -0.22 -0.24 0.350
C -0.27 0.78 0.21 -0.380
C -2.39 -0.69 0.15 -1.041
C 1.06 0.64 -0.45 0.355
C 2.17 0.20 0.50 -1.253
H -2.49 -0.72 1.24 0.289
H 2.49 1.02 1.15 0.327
H 1.82 -0.62 1.13 0.305
H 3.03 -0.15 -0.08 0.365
H -2.57 -1.69 -0.25 0.337
H 1.37 1.52 -1.03 0.372
H -3.17 -0.02 -0.24 0.258
H -0.53 1.53 0.96 0.374



Record 3
10
Properties=species:S:1:pos:R:3:mulliken_charge:R:1 method="wB97M-V/def2-TZVPD" e_above_lowest_ev=1.200 homo_energy_ev=-8.70 e_tot_ev=-19473.8868
S 1.02 1.12 1.91 -0.128
O -0.47 -0.72 -1.19 -0.345
N -1.21 -1.07 1.03 -0.624
N 1.21 0.72 -0.77 -0.582
N 0.52 0.46 0.39 0.332
C 0.55 0.00 -1.63 -0.023
C -0.50 -0.50 0.18 0.559
H 0.90 -0.10 -2.66 0.400
H -1.89 -1.73 0.67 0.259
H -0.12 1.83 2.08 0.152



Record 4
19
Properties=species:S:1:pos:R:3:mulliken_charge:R:1 method="wB97M-V/def2-TZVPD" e_above_lowest_ev=0.601 smiles=CCN.O.O.O homo_energy_ev=-9.42 e_tot_ev=-9917.6105
O 1.52 0.52 0.69 -0.704
O 1.33 3.15 -0.02 -0.657
O -1.46 2.45 -0.06 -0.629
N -0.89 -0.66 0.66 -0.569
C 0.07 -2.66 -0.51 -1.178
C -1.01 -1.60 -0.48 -0.274
H -1.96 -2.12 -0.31 0.341
H 0.87 -0.23 0.65 0.424
H 2.00 3.82 0.11 0.300
H 1.62 2.38 0.49 0.367
H -1.70 3.29 -0.46 0.301
H -0.94 -1.11 -1.44 0.294
H -1.39 0.20 0.50 0.185
H -0.54 2.36 -0.24 0.349
H 1.05 -2.19 -0.68 0.290
H -1.06 -1.16 1.51 0.191
H 0.22 -3.23 0.41 0.308
H 2.38 0.13 0.50 0.306
H -0.09 -3.36 -1.33 0.357